Entry w
This record from OMol25 describes the molecule C3H2N2O. The level of theory is the ωB97M-V functional and the def2-TZVPD basis.

Atoms and positions in Å:
C -0.467 0.032 -0.611
C 1.118 -0.620 0.717
C 0.372 0.576 1.302
H 1.961 -1.128 1.146
H 0.491 1.027 2.283
N 0.609 -0.956 -0.389
N -0.485 1.025 0.487
O -1.182 -0.039 -1.571

Properties
LUMO energy	-1.494	eV
HOMO	-10.8961	eV
Kohn-Sham gap	9.402	eV
SMILES	O=C1N=CC=N1

Results of the Löwdin charge analysis, in e, for atoms 1 through 5: -0.45, -0.10, -0.10, 0.10, 0.11

***

Entry x
This record from OMol25 describes the molecule C3H2N2O. The level of theory is the ωB97M-V functional and the def2-TZVPD basis.

Atoms and positions in Å:
C 0.099 -0.631 0.680
C -1.057 -0.157 0.253
C 1.084 0.219 0.059
N 1.257 -1.124 -0.085
N -1.721 0.834 0.222
O 1.694 1.256 -0.160
H 1.300 -1.598 -0.998
H -2.656 1.201 0.030

Properties
LUMO energy	-0.640	eV
HOMO	-8.5062	eV
Kohn-Sham gap	7.867	eV
SMILES	N=C=C1NC1=O

Results of the Löwdin charge analysis, in e, for atoms 1 through 5: -0.13, -0.12, -0.46, 0.12, 0.23

***

Short version: entry x is the least stable of them.

***

Entry w
This record from OMol25 describes the molecule C3H2N2O. The level of theory is the ωB97M-V functional and the def2-TZVPD basis.

Atoms and positions in Å:
O 0.726 -1.142 0.519
C 0.200 -0.141 -0.387
C -1.259 -0.098 -0.699
N -2.379 -0.045 -0.976
C 0.649 1.013 0.370
N 1.069 1.763 1.134
H 0.291 -1.120 1.395
H 0.709 -0.229 -1.366

Properties
LUMO energy	0.223	eV
HOMO	-12.0470	eV
Kohn-Sham gap	12.270	eV
SMILES	N#CC(O)C#N

Results of the Löwdin charge analysis, in e, for atoms 1 through 5: -0.01, -0.32, -0.14, 0.18, -0.19

***

Entry x
This record from OMol25 describes a cluster of 2 separate species, C3H2N2O in total. The level of theory is the ωB97M-V functional and the def2-TZVPD basis.

Atoms and positions in Å:
C -1.409 0.209 1.389
C 0.342 -0.714 -0.968
C -0.084 0.464 -0.265
N -2.031 0.028 2.325
N 1.194 -0.120 -0.087
O 0.202 -1.605 -1.729
H -0.330 1.459 -0.581
H 2.116 0.278 -0.085

Properties
LUMO energy	-0.789	eV
HOMO	-11.0246	eV
Kohn-Sham gap	10.236	eV

Results of the Löwdin charge analysis, in e, for atoms 1 through 5: -0.15, -0.46, 0.00, -0.01, 0.19

***

Short version: entry x is the least stable of them.